Entry 1:
# H14IO7

8 unconnected molecules or ions with the total composition H14IO7 (ωB97M-V/def2-TZVPD, OMol25).

Results
- Spin multiplicity: 2
- HOMO level (spin up / spin down): -11.76 / -11.74 eV
- <S²>: 0.753
- Gap between HOMO and LUMO (spin up / spin down): 11.61 / 6.24 eV
- M: 253.0 g/mol
- Charge: 0
- LUMO level (spin up / spin down): -0.15 / -5.51 eV

Atoms and positions in Å:
I  -0.9198  -0.0062  -0.3183
O  2.6134  0.7687  0.5733
H  3.3487  0.6399  -0.0257
H  1.8358  0.6601  0.0258
O  0.2525  -0.0006  -3.5424
H  0.0960  -0.3348  -2.6592
H  -0.5504  0.4697  -3.7668
O  1.4568  2.8364  -0.7735
H  2.0138  2.8750  0.0040
H  0.7850  2.1903  -0.5556
O  0.6432  -1.1912  2.9070
H  0.2973  -0.7731  2.1185
H  1.4805  -1.5653  2.6326
O  1.4203  -2.8241  -0.6020
H  0.7706  -2.1232  -0.5481
H  2.1735  -2.4911  -0.1141
O  -2.2115  -0.4409  3.2578
H  -1.8594  -0.5144  2.3707
H  -1.5751  0.1010  3.7244
O  -4.2784  0.8680  -1.5301
H  -4.3984  0.0484  -2.0097
H  -3.3943  0.8072  -1.1685

Forces on atoms 1 to 3 (eV/Å):
I -0.255 0.044 0.060
O 0.104 -0.380 0.659
H 0.257 0.022 -0.227


Entry 2:
# C23H21N3O3S

A molecular structure, C23H21N3O3S in a non-equilibrium geometry (ωB97M-V/def2-TZVPD, OMol25).

Results
- HOMO level: -7.57 eV
- Gap between HOMO and LUMO: 7.39 eV
- M: 419.5 g/mol
- Charge: 0
- LUMO level: -0.18 eV

Atoms and positions in Å:
C  -8.2595  -0.3039  0.0484
C  -6.7903  -0.9883  -0.0595
C  -5.6808  0.0065  -0.6448
C  -5.4979  1.0986  0.2416
O  -4.4113  1.6949  -0.3390
C  -3.2377  1.3249  0.0784
C  -2.9326  0.1585  0.9416
C  -1.5378  -0.0436  0.8046
C  -0.5553  0.6979  0.2298
C  -0.8015  1.7666  -0.4142
C  -2.2185  2.3759  -0.5269
H  -2.5408  3.1575  -1.1990
H  -0.0544  2.2644  -0.9448
C  0.9129  0.3096  0.5632
O  1.2787  -0.3732  1.3848
N  1.6279  0.3770  -0.4565
N  3.1148  0.1442  -0.3904
C  3.6448  -0.9480  -0.0734
N  5.0461  -0.8747  0.0575
C  5.6820  0.1873  0.2265
C  7.0251  0.0320  0.3427
C  7.7564  1.2466  0.5524
C  7.3495  2.5112  0.0938
C  5.9604  2.5723  -0.1073
C  5.1897  1.5704  -0.4909
C  3.8614  1.5379  -0.5507
O  3.1788  2.3382  -0.8539
H  5.6287  3.6343  -0.5884
H  7.9229  3.2243  0.1245
H  8.9563  1.0272  0.7187
H  7.4698  -0.8209  0.6568
C  2.8944  -2.1493  -0.3129
C  3.3558  -3.2575  0.4209
C  2.4231  -4.4917  0.1294
C  1.3652  -4.0675  -0.6339
S  1.4923  -2.1424  -1.0353
H  0.6138  -4.6017  -1.1602
H  2.5820  -5.3376  0.8047
H  4.2000  -3.3175  1.0091
H  1.3349  1.2698  -1.1457
H  -1.1663  -1.0076  1.6722
H  -3.7375  -0.2481  1.4873
H  -6.4797  1.7985  0.2494
H  -5.4683  0.6858  1.3404
H  -6.2234  0.3283  -1.6853
H  -4.7657  -0.7321  -0.7328
H  -6.5954  -1.3997  0.9996
H  -6.8702  -2.0251  -0.6342
H  -8.5457  0.1432  -1.1338
H  -9.2030  -0.9432  0.3367
H  -8.2940  0.5898  0.5986

Forces on atoms 1 to 3 (eV/Å):
C -0.983 -1.202 -4.598
C -1.906 -1.702 0.715
C -3.843 -6.072 -2.694


Entry 3:
# C12H11ClO

C12H11ClO in the gas phase in a non-equilibrium geometry (ωB97M-V/def2-TZVPD, OMol25).

Results
- HOMO level: -7.78 eV
- Gap between HOMO and LUMO: 8.37 eV
- M: 206.7 g/mol
- Charge: 0
- LUMO level: 0.59 eV

Atoms and positions in Å:
C  3.4611  1.1532  0.2577
C  2.9820  0.5083  -0.8909
C  2.8064  0.9895  1.4761
C  1.7204  -0.0459  -0.9998
C  1.5891  0.3105  1.4351
C  1.0420  -0.1195  0.2168
C  -2.4382  -1.5603  0.9001
C  -1.0183  -1.5888  0.7268
C  -3.2121  -0.8723  0.1096
C  -0.3383  -0.5746  0.3218
C  -2.7715  0.0638  -1.0075
C  -1.7046  0.9976  -0.4381
O  -1.0261  1.7427  -1.3387
Cl  -1.9435  1.8532  1.1574
H  4.4761  1.5822  0.2562
H  3.4981  0.8048  -1.8122
H  3.0423  1.5043  2.4018
H  1.2033  -0.3346  -1.9164
H  0.8847  0.3029  2.3203
H  -2.7058  -1.9142  1.8276
H  -0.3958  -2.5231  1.1587
H  -4.3156  -0.6294  0.3930
H  -2.1533  -0.3550  -1.7366
H  -3.6495  0.6528  -1.4231
H  -0.6791  2.6702  -0.9869

Forces on atoms 1 to 3 (eV/Å):
C 1.104 -1.194 0.697
C 0.396 1.953 -1.450
C -1.207 0.075 -0.419


Entry 4:
# C4H10O3

3 unconnected molecules or ions with the total composition C4H10O3 in a non-equilibrium geometry (ωB97M-V/def2-TZVPD, OMol25).

Results
- Structure (SMILES): C=CC(=C)O.O.O
- HOMO level: -9.17 eV
- Gap between HOMO and LUMO: 9.57 eV
- M: 106.1 g/mol
- Charge: 0
- LUMO level: 0.41 eV

Atoms and positions in Å:
C  1.5746  -1.2948  1.5062
C  0.6146  -0.9480  0.6635
O  -0.5616  -0.3619  1.0971
C  0.5854  -1.1739  -0.7887
C  -0.5297  -1.3733  -1.4642
H  1.5441  -1.1684  2.5874
H  2.4929  -1.7398  1.1252
H  -0.5754  -0.2999  2.0624
H  1.5258  -1.2070  -1.3314
H  -1.5334  -1.3586  -1.0622
H  -0.4268  -1.5601  -2.5275
H  -0.0263  2.1495  0.9712
H  1.0980  2.6433  0.0634
O  0.1438  2.6796  0.1852
H  -1.5816  2.2851  -1.3351
H  -2.0063  1.0198  -0.5816
O  -2.3382  1.7082  -1.1708

Forces on atoms 1 to 3 (eV/Å):
C 1.093 -0.265 0.030
C -0.792 0.356 0.364
O -0.023 0.038 0.038


Entry 5:
# C7H8N5O2

2 unconnected molecules or ions with the total composition C7H8N5O2 in a non-equilibrium geometry (ωB97M-V/def2-TZVPD, OMol25).

Results
- HOMO level (spin up / spin down): -11.61 / -11.61 eV
- Gap between HOMO and LUMO (spin up / spin down): 3.75 / 3.74 eV
- M: 194.2 g/mol
- Charge: +1
- LUMO level (spin up / spin down): -7.86 / -7.87 eV

Atoms and positions in Å:
C  -1.8451  1.9724  -0.6070
C  0.2336  -0.0124  0.7410
C  0.9966  -0.2245  -1.6485
C  -1.1065  0.3395  1.1524
C  1.2589  -0.2765  1.7766
C  -0.5791  2.4111  -0.8962
C  -0.6019  -0.2152  3.3007
N  0.5174  -0.1523  -0.6076
N  -1.5187  0.1137  2.4458
N  0.6812  -0.4045  3.0566
N  -2.0809  0.8449  0.3441
N  1.6446  -2.7135  -4.0852
O  -3.2566  0.6217  0.6477
O  2.4302  -0.3278  1.5330
H  -2.7893  2.3813  -1.0282
H  -0.4559  3.2466  -1.5685
H  0.2971  1.9068  -0.5435
H  -0.9873  -0.5078  4.3195
H  1.4453  -0.6543  3.7564
H  2.0888  -2.0661  -3.3231
H  1.9511  -2.5911  -4.9388
H  1.6766  -3.6923  -3.8269

Forces on atoms 1 to 3 (eV/Å):
C 1.238 -0.234 -0.291
C -3.566 0.533 -0.629
C 1.359 -0.370 -2.994


Sequential ΔE to the lowest compared entry with this formula, charge and spin output: 4.5; 402.3; 71.5; 43.1; 79.5 kcal per mole
Sequential electronic energy output: -832.6906; -1676.6498; -999.1389; -384.0810; -695.3210 a.u.